[1]
{
  "formula": "CClIOS",
  "method": "ωB97M-V/def2-TZVPD",
  "e_lumo_ev": -1.69,
  "e_above_lowest_kcal_mol": 26.4,
  "homo_ev": -9.12,
  "e_tot_ha": -1269.36264,
  "species": ["O", "C", "S", "Cl", "I"],
  "coordinates": [[-0.108931, -0.511449, 1.066555], [0.092121, -0.632150, -0.062861], [-0.020331, 1.209906, -1.595947], [-0.061221, 2.550585, -0.101806], [0.443814, -2.253946, -1.318037]],
  "forces_ev_per_angstrom": [[0.2, 0.1, -0.4], [-0.4, 1.9, -1.7], [0.2, -1.9, 2.0], [-0.1, 0.3, 0.0], [0.1, -0.4, 0.0]]
}

=====

[2]
{
  "formula": "CClNO2S",
  "method": "ωB97M-V/def2-TZVPD",
  "e_lumo_ev": [0.25, -3.78],
  "homo_ev": [-7.45, -11.73],
  "e_tot_ha": -1101.53333,
  "multiplicity": 3,
  "species": ["O", "Cl", "C", "N", "O", "S"],
  "coordinates": [[-1.705750, 0.200747, -1.231918], [2.156976, 1.234590, 0.461901], [1.617549, -0.107823, -0.116458], [0.975227, -1.038393, -0.284135], [-1.713880, 0.181023, 1.183237], [-1.330121, -0.470145, -0.012625]],
  "forces_ev_per_angstrom": [[-0.4, 0.6, -2.9], [1.3, 2.7, 0.7], [-0.3, -1.1, 0.0], [-0.2, -1.7, -0.9], [-0.9, 1.4, 4.6], [0.5, -1.8, -1.6]]
}

=====

[3]
{
  "formula": "CClO2S",
  "method": "ωB97M-V/def2-TZVPD",
  "e_lumo_ev": 3.77,
  "charge": -1,
  "e_above_lowest_kcal_mol": 15.2,
  "homo_ev": -3.12,
  "e_tot_ha": -1047.03140,
  "species": ["Cl", "O", "S", "O", "C"],
  "coordinates": [[1.210761, 0.229974, 0.006538], [-1.590198, -0.676716, -0.077608], [2.291351, -1.340404, 0.709626], [-0.893041, 1.462914, -0.419780], [-1.018875, 0.324234, -0.218777]],
  "forces_ev_per_angstrom": [[1.1, -0.1, 0.1], [0.0, -1.4, 0.2], [0.5, -0.7, 0.3], [-0.6, 1.9, -0.5], [-0.9, 0.3, 0.0]]
}

=====

[4]
{
  "formula": "CF2IO2S",
  "method": "ωB97M-V/def2-TZVPD",
  "e_lumo_ev": [1.18, 1.08],
  "charge": -1,
  "e_above_lowest_kcal_mol": 85.2,
  "homo_ev": [-4.65, -4.53],
  "e_tot_ha": -1084.10041,
  "species": ["F", "I", "O", "S", "O", "C", "F"],
  "coordinates": [[-1.303149, -0.379712, -3.399943], [0.793017, -0.469426, -1.792527], [-0.334642, 1.465022, 2.063951], [0.383918, 0.271393, 1.664768], [1.832033, 0.383234, 1.434893], [-0.363914, -0.056487, -0.119090], [-1.007263, -1.214024, 0.147948]],
  "forces_ev_per_angstrom": [[0.5, 0.1, 0.4], [-1.3, 0.7, 0.3], [0.2, 0.4, 0.6], [1.1, 0.6, 0.6], [-1.0, 0.3, 0.3], [1.1, -2.7, -1.8], [-0.7, 0.6, -0.4]]
}

=====

[5]
{
  "formula": "CF2N5",
  "method": "ωB97M-V/def2-TZVPD",
  "e_lumo_ev": [1.74, 1.91],
  "charge": -1,
  "e_above_lowest_kcal_mol": 87.4,
  "homo_ev": [-4.03, -4.43],
  "e_tot_ha": -511.37737,
  "species": ["N", "N", "N", "N", "F", "N", "F", "C"],
  "coordinates": [[1.334696, -1.321295, -0.240324], [1.952067, 0.817074, 0.002853], [2.091075, -0.421294, -0.187268], [0.612480, 1.246557, 0.171977], [-2.977891, 1.005278, -0.280567], [-1.120341, -0.363119, -0.252327], [-1.696464, -1.300038, 0.640801], [-0.195622, 0.336837, 0.144853]],
  "forces_ev_per_angstrom": [[1.1, -0.3, -0.2], [3.0, 2.1, 0.2], [-3.3, -0.6, 0.3], [0.7, 0.0, -0.1], [0.4, -0.2, 0.1], [-2.4, -1.8, -0.9], [0.9, 1.1, -0.3], [-0.4, -0.4, 0.9]]
}

=====

[6]
{
  "formula": "CF2OS",
  "method": "ωB97M-V/def2-TZVPD",
  "e_lumo_ev": -0.40,
  "e_above_lowest_kcal_mol": 29.5,
  "homo_ev": -9.58,
  "e_tot_ha": -711.18806,
  "species": ["S", "O", "C", "F", "F"],
  "coordinates": [[-1.013845, 0.672676, 0.031130], [-1.903146, -0.506842, -0.013348], [0.526287, 0.076334, -0.061807], [0.914161, -1.206816, 0.031250], [1.476543, 0.964650, 0.012776]],
  "forces_ev_per_angstrom": [[0.7, -1.9, -0.5], [-0.6, 0.5, 0.1], [-0.7, -0.4, 0.9], [-0.5, 2.1, -0.4], [1.0, -0.3, -0.2]]
}

=====

[7]
{
  "formula": "CF3LiNO4S3Tm",
  "method": "ωB97M-V/def2-TZVPD",
  "e_lumo_ev": [-2.29, -2.25],
  "homo_ev": [-9.20, -9.19],
  "e_tot_ha": -2980.76271,
  "multiplicity": 3,
  "species": ["O", "Tm", "S", "S", "O", "C", "F", "N", "F", "O", "F", "O", "Li", "S"],
  "coordinates": [[1.486112, 1.386106, 0.127381], [0.663586, -0.275253, 1.199519], [-0.770308, 1.853821, 1.811785], [1.240128, 2.537840, 1.310653], [-1.997427, -2.080069, -1.898191], [0.562607, -1.808416, -2.657048], [1.703452, -1.211027, -2.305472], [-0.286340, -1.656936, -0.080042], [0.272379, -1.447749, -3.907740], [-0.941218, 0.117034, -1.902629], [0.753717, -3.128293, -2.642576], [-1.525673, 2.156713, 0.447178], [-0.322666, 1.665909, -1.003763], [-0.783924, -1.321871, -1.454822]],
  "forces_ev_per_angstrom": [[-0.3, -0.3, -0.1], [-0.1, -0.7, -1.1], [-0.2, 1.5, -1.6], [-0.9, -1.0, 0.6], [2.8, 1.2, 1.0], [-0.8, -0.3, 0.1], [0.5, 0.2, 0.1], [1.4, 1.6, 1.7], [0.0, 0.0, 0.3], [1.1, -0.8, 1.5], [0.1, 0.0, 0.1], [1.0, -0.7, 1.5], [-0.5, -0.1, -0.4], [-4.2, -0.6, -3.5]]
}

=====

[8]
{
  "formula": "CF3MgNO4S3Tl",
  "method": "ωB97M-V/def2-TZVPD",
  "e_lumo_ev": 2.62,
  "charge": -1,
  "e_above_lowest_kcal_mol": 0.0,
  "homo_ev": -4.50,
  "e_tot_ha": -2260.71731,
  "species": ["Tl", "S", "F", "O", "C", "S", "N", "O", "O", "Mg", "F", "O", "F", "S"],
  "coordinates": [[-2.148734, 0.111521, 0.883112], [1.112678, 0.839663, 0.066887], [-0.891607, 2.080668, -1.098098], [2.465312, 1.195435, 0.612676], [0.342768, 2.387525, -0.666043], [-0.269707, -3.381778, 1.660500], [0.127591, 0.265750, 1.030006], [0.755447, -3.122083, 0.405843], [1.245981, 0.001463, -1.223794], [0.034499, -1.487866, -0.449597], [1.039788, 2.882001, -1.682695], [-1.929185, -1.805912, -0.263242], [0.228459, 3.327936, 0.271193], [-2.113289, -3.294323, 0.453251]],
  "forces_ev_per_angstrom": [[-1.3, 1.4, 1.2], [3.0, -0.2, 0.9], [-0.2, 0.2, -0.3], [-2.8, 0.0, -1.6], [0.9, -0.7, 0.6], [-1.0, 0.4, -2.3], [0.0, -0.6, -0.9], [-0.5, 0.1, 0.7], [-0.7, 0.2, 0.9], [1.0, -0.1, 0.8], [0.0, 0.2, -0.2], [0.7, -1.1, -0.7], [-0.1, 0.2, 0.0], [1.0, 0.0, 1.0]]
}

=====

Number 1: maximum force 2.819 eV/A. Number 2: maximum force 4.922 eV/A. Number 3: maximum force 2.068 eV/A. Number 4: maximum force 3.390 eV/A. Number 5: maximum force 3.683 eV/A. Number 6: maximum force 2.212 eV/A. Number 7: maximum force 5.515 eV/A. Number 8: maximum force 3.204 eV/A.